1.
Below is the molecule C2H5NOS at a distorted geometry, with properties calculated with ωB97M-V/def2-TZVPD.

As for the total charge: 0. For the HOMO-LUMO gap, the calculation gives 10.241 eV. As for the relative energy (zero: lowest compared OMol25 entry of this formula, charge and spin): 1.4056 eV. The value obtained for the LUMO energy is 0.6 eV. As for the SMILES: O=CNCS. As for the HOMO energy: -9.7 eV.

Bonds (Å) are listed after each position.
Atoms and positions in Å:
1 C 1.68655 0.11137 -0.08876  N3 1.377, O4 1.197, H6 1.076
2 C -0.72366 -0.18841 0.62802  N3 1.648, S5 1.825, H7 1.102, H8 1.031
3 N 0.51035 -0.52951 -0.40895  C1 1.377, C2 1.648, H9 1.059
4 O 1.90058 0.66303 0.95186  C1 1.197
5 S -2.35435 -0.25558 -0.18784  C2 1.825, H10 1.466
6 H 2.39595 0.10704 -0.89756  C1 1.076
7 H -0.68452 -0.81205 1.53576  C2 1.102
8 H -0.52431 0.77302 0.94360  C2 1.031
9 H 0.06229 -0.73433 -1.34675  N3 1.059
10 H -2.26888 0.86542 -1.12939  S5 1.466

---

2.
Below is a cluster of 2 separate species, C2H5NOS in total at a distorted geometry, with properties calculated with ωB97M-V/def2-TZVPD.

As for the total charge: 0. For the HOMO-LUMO gap (alpha / beta), the calculation gives 8.798 / 7.454 eV. As for the relative energy (zero: lowest compared OMol25 entry of this formula, charge and spin): 5.1639 eV. The value obtained for the LUMO energy (alpha / beta) is 0.4 / -0.4 eV. As for the HOMO energy (alpha / beta): -8.4 / -7.8 eV.

Bonds (Å) are listed after each position.
Atoms and positions in Å:
1 C 1.39449 1.57444 0.04710  N3 1.208, H6 1.012
2 C -1.02593 -1.37591 0.18206  S5 1.755, H7 1.091, H8 1.200, H9 1.177
3 N 2.14416 0.63065 -0.03116  C1 1.208, H10 1.032
4 O -2.57492 0.60765 -0.72141  S5 1.526
5 S -1.65912 0.24048 0.44218  C2 1.755, O4 1.526
6 H 1.40701 2.57626 0.19253  C1 1.012
7 H -1.23262 -1.81512 1.15897  C2 1.091
8 H 0.12362 -1.20394 -0.11646  C2 1.200
9 H -1.62469 -1.97422 -0.63578  C2 1.177
10 H 3.04800 0.73971 -0.51803  N3 1.032

---

3.
Below is the molecule C2H5NOS at a distorted geometry, with properties calculated with ωB97M-V/def2-TZVPD.

As for the total charge: 0. For the HOMO-LUMO gap, the calculation gives 9.647 eV. As for the relative energy (zero: lowest compared OMol25 entry of this formula, charge and spin): 3.0076 eV. The value obtained for the LUMO energy is 0.8 eV. As for the SMILES: CS/C=N/O. As for the HOMO energy: -8.9 eV.

Bonds (Å) are listed after each position.
Atoms and positions in Å:
1 C -0.71533 -1.23744 1.16052  H3 1.157, H4 1.059, H5 1.041, S10 1.903
2 C 0.89246 0.49051 -0.23129  H6 1.179, N8 1.263, S10 1.777
3 H -1.37444 -0.39485 1.60000  C1 1.157
4 H -1.06663 -1.50239 0.19771  C1 1.059
5 H -0.57149 -1.96050 1.89614  C1 1.041
6 H 1.98542 0.88262 -0.43419  C2 1.179
7 H -0.41485 1.72571 -2.50621  O9 0.931
8 N -0.08474 0.75499 -0.98671  C2 1.263, O9 1.427
9 O 0.29939 1.77141 -1.91105  H7 0.931, N8 1.427
10 S 1.05022 -0.53007 1.21507  C1 1.903, C2 1.777

---

4.
Below is the molecule C2H5NOS at a distorted geometry, with properties calculated with ωB97M-V/def2-TZVPD.

As for the total charge: 0. For the HOMO-LUMO gap, the calculation gives 9.244 eV. As for the relative energy (zero: lowest compared OMol25 entry of this formula, charge and spin): 1.5330 eV. The value obtained for the LUMO energy is 0.2 eV. As for the SMILES: NCC(O)=S. As for the HOMO energy: -9.0 eV.

Bonds (Å) are listed after each position.
Atoms and positions in Å:
1 C -0.87674 0.67540 -0.72008  C2 1.478, H5 1.165, H6 1.067, N8 1.494
2 C 0.15081 -0.32219 -0.35437  C1 1.478, O9 1.321, S10 1.644
3 H -0.26212 1.85624 0.99442  N8 1.057
4 H -1.64233 1.20526 1.02436  N8 1.076
5 H -0.47261 1.07809 -1.73568  C1 1.165
6 H -1.83593 0.32633 -1.02966  C1 1.067
7 H -0.13655 -0.90993 -2.14305  O9 0.969
8 N -1.05588 1.74855 0.30449  C1 1.494, H3 1.057, H4 1.076
9 O 0.41404 -1.11927 -1.37417  C2 1.321, H7 0.969
10 S 0.79900 -0.56006 1.13739  C2 1.644

---

5.
Below is the molecule C2H5NP2 at a distorted geometry, with properties calculated with ωB97M-V/def2-TZVPD.

As for the total charge: 0. For the HOMO-LUMO gap, the calculation gives 9.059 eV. As for the relative energy (zero: lowest compared OMol25 entry of this formula, charge and spin): 1.4920 eV. The value obtained for the LUMO energy is 0.4 eV. As for the SMILES: C=PN1CP1. As for the HOMO energy: -8.6 eV.

Bonds (Å) are listed after each position.
Atoms and positions in Å:
1 C -0.05678 1.09576 -1.34621  N3 1.480, P5 1.904, H6 1.121, H7 1.170
2 C 0.85169 -1.46989 1.51008  P4 1.673, H8 1.175, H9 1.058
3 N -0.01454 0.61593 0.05274  C1 1.480, P4 1.777, P5 1.735
4 P 1.38598 0.02072 0.97085  C2 1.673, N3 1.777
5 P -1.44175 -0.03451 -0.68972  C1 1.904, N3 1.735, H10 1.458
6 H -0.13975 2.20150 -1.51084  C1 1.121
7 H 0.70440 0.64427 -2.11159  C1 1.170
8 H -0.24034 -1.78161 1.20868  C2 1.175
9 H 1.38214 -2.18864 2.07715  C2 1.058
10 H -2.43105 0.89647 -0.16115  P5 1.458

---

6.
Below is the molecule C2H5NS2 at a distorted geometry, with properties calculated with ωB97M-V/def2-TZVPD.

As for the total charge: 0. For the HOMO-LUMO gap (alpha / beta), the calculation gives 6.811 / 6.801 eV. As for the relative energy (zero: lowest compared OMol25 entry of this formula, charge and spin): 4.3399 eV. The value obtained for the LUMO energy (alpha / beta) is -1.2 / -1.2 eV. As for the HOMO energy (alpha / beta): -8.0 / -8.0 eV.

Bonds (Å) are listed after each position.
Atoms and positions in Å:
1 C 0.67570 0.25732 -0.36690  C2 1.398, S5 1.665, H6 1.178
2 C 1.94571 0.22006 0.21564  C1 1.398, H7 1.179, H8 1.207, H9 1.108
3 N -2.75687 -0.67137 0.24752  S4 1.581, S5 2.194, H10 1.063
4 S -3.70116 0.59342 0.33201  N3 1.581
5 S -0.60211 -0.78808 -0.15116  C1 1.665, N3 2.194
6 H 0.31918 1.21059 -0.96080  C1 1.178
7 H 2.04856 0.33423 1.38415  C2 1.179
8 H 2.72847 0.99909 -0.27261  C2 1.207
9 H 2.39062 -0.78432 0.07050  C2 1.108
10 H -3.04809 -1.37094 -0.49834  N3 1.063

---

7.
Below is a cluster of 2 separate species, C2H5NS2 in total at a distorted geometry, with properties calculated with ωB97M-V/def2-TZVPD.

As for the total charge: 0. For the HOMO-LUMO gap, the calculation gives 8.167 eV. As for the relative energy (zero: lowest compared OMol25 entry of this formula, charge and spin): 4.6512 eV. The value obtained for the LUMO energy is -0.1 eV. As for the HOMO energy: -8.3 eV.

Bonds (Å) are listed after each position.
Atoms and positions in Å:
1 C 0.12243 -0.84515 1.39911  N3 1.210, H6 1.153
2 C -1.71778 -0.35997 -0.23029  N3 1.368, S5 1.795, H7 1.090, H8 1.115
3 N -0.63861 -0.33267 0.61015  C1 1.210, C2 1.368, S5 1.948
4 S 2.88949 0.58559 -0.78965  H9 1.311, H10 1.482
5 S -1.03959 1.29529 -0.38255  C2 1.795, N3 1.948
6 H 1.01401 -0.40481 1.98302  C1 1.153
7 H -1.64646 -1.03183 -1.08525  C2 1.090
8 H -2.73131 -0.41860 0.23062  C2 1.115
9 H 2.07870 0.85946 -1.78285  S4 1.311
10 H 1.66911 0.65270 0.04769  S4 1.482

---

8.
Below is a cluster of 2 separate species, C2H5NS2 in total at a distorted geometry, with properties calculated with ωB97M-V/def2-TZVPD.

As for the total charge: 0. For the HOMO-LUMO gap (alpha / beta), the calculation gives 6.345 / 6.342 eV. As for the relative energy (zero: lowest compared OMol25 entry of this formula, charge and spin): 4.7485 eV. The value obtained for the LUMO energy (alpha / beta) is -2.4 / -2.4 eV. As for the HOMO energy (alpha / beta): -8.7 / -8.7 eV.

Bonds (Å) are listed after each position.
Atoms and positions in Å:
1 C -0.26071 -0.56840 1.81964  N3 1.211, H6 1.056, H7 1.118
2 C 0.55308 0.58068 -0.94860  S4 1.904, S5 1.742, H8 1.064, H9 1.056
3 N 0.20038 0.52491 2.06350  C1 1.211
4 S -0.65183 -0.83497 -1.36218  C2 1.904, H10 1.255
5 S -0.15550 1.99979 -0.22893  C2 1.742
6 H -0.26797 -1.38750 2.48609  C1 1.056
7 H -0.78646 -0.75957 0.85175  C1 1.118
8 H 1.06920 0.69317 -1.87190  C2 1.064
9 H 1.25326 0.07608 -0.34087  C2 1.056
10 H -0.95346 -0.32417 -2.46850  S4 1.255

---

9.
Below is a cluster of 2 separate species, C2H5NS2 in total at a distorted geometry, with properties calculated with ωB97M-V/def2-TZVPD.

As for the total charge: 0. For the HOMO-LUMO gap, the calculation gives 7.734 eV. As for the relative energy (zero: lowest compared OMol25 entry of this formula, charge and spin): 5.2172 eV. The value obtained for the LUMO energy is -1.2 eV. As for the HOMO energy: -8.9 eV.

Bonds (Å) are listed after each position.
Atoms and positions in Å:
1 C -1.95408 0.02846 0.22446  H3 1.064, H4 1.200, H5 1.242, S9 1.821
2 C 0.83196 0.50247 -0.14523  H6 1.012, N8 1.265, S9 1.842
3 H -2.66746 -0.73599 0.02640  C1 1.064
4 H -2.08549 0.40312 1.35693  C1 1.200
5 H -2.44022 1.02346 -0.33809  C1 1.242
6 H 0.18849 1.28271 -0.12348  C2 1.012
7 H 2.98748 -1.94330 -1.06564  no bonds
8 N 2.07801 0.72130 -0.17243  C2 1.265, S10 1.829
9 S -0.38878 -0.87113 -0.01319  C1 1.821, C2 1.842
10 S 3.45009 -0.41108 0.25026  N8 1.829

---

10.
Below is the molecule C2H5NS2 at a distorted geometry, with properties calculated with ωB97M-V/def2-TZVPD.

As for the total charge: 0. For the HOMO-LUMO gap, the calculation gives 8.709 eV. As for the relative energy (zero: lowest compared OMol25 entry of this formula, charge and spin): 1.5622 eV. The value obtained for the LUMO energy is 0.1 eV. As for the SMILES: CC(=S)NS. As for the HOMO energy: -8.6 eV.

Bonds (Å) are listed after each position.
Atoms and positions in Å:
1 C 0.33643 1.17117 -0.10337  C2 1.465, H3 1.135, H4 1.140, H5 1.130
2 C 0.78344 -0.21942 -0.22193  C1 1.465, N8 1.369, S9 1.677
3 H 1.24685 1.80475 -0.34319  C1 1.135
4 H 0.06152 1.55326 0.93479  C1 1.140
5 H -0.50637 1.49568 -0.78319  C1 1.130
6 H 0.07637 -2.12558 -0.12911  N8 1.070
7 H -2.21600 -1.23166 1.18076  S10 1.552
8 N -0.25236 -1.11457 -0.25358  C2 1.369, H6 1.070, S10 1.732
9 S 2.36409 -0.76667 -0.09660  C2 1.677
10 S -1.89396 -0.56695 -0.18457  H7 1.552, N8 1.732

---

11.
Below is the molecule C2H5NSi at a distorted geometry, with properties calculated with ωB97M-V/def2-TZVPD.

As for the total charge: 0. For the HOMO-LUMO gap, the calculation gives 9.404 eV. As for the relative energy (zero: lowest compared OMol25 entry of this formula, charge and spin): 1.7012 eV. The value obtained for the LUMO energy is 0.9 eV. As for the SMILES: C#CN[SiH3]. As for the HOMO energy: -8.5 eV.

Bonds (Å) are listed after each position.
Atoms and positions in Å:
1 C 1.89870 -1.10836 -0.13034  C2 1.215, H5 1.073
2 C 1.05314 -0.46868 0.46310  C1 1.215, N3 1.367
3 N 0.01247 0.36305 0.76846  C2 1.367, Si4 1.743, H6 1.017
4 Si -1.27979 0.64167 -0.36769  N3 1.743, H7 1.423, H8 1.513, H9 1.464
5 H 2.50115 -1.91226 -0.50608  C1 1.073
6 H 0.08930 0.58724 1.75793  N3 1.017
7 H -0.76732 -0.23825 -1.36204  Si4 1.423
8 H -1.12580 1.95623 -1.10053  Si4 1.513
9 H -2.38185 0.17936 0.47718  Si4 1.464

---

12.
Below is a cluster of 2 separate species, C2H5O2 in total at a distorted geometry, with properties calculated with ωB97M-V/def2-TZVPD.

As for the total charge: -1. For the HOMO-LUMO gap, the calculation gives 6.754 eV. As for the relative energy (zero: lowest compared OMol25 entry of this formula, charge and spin): 2.5563 eV. The value obtained for the LUMO energy is 4.4 eV. As for the HOMO energy: -2.4 eV.

Bonds (Å) are listed after each position.
Atoms and positions in Å:
1 C -1.19253 -1.22160 -0.19275  O2 1.369, H3 1.099, H4 1.134, H5 1.133
2 O -0.38177 -0.12109 -0.11550  C1 1.369
3 H -1.36249 -1.69253 0.78583  C1 1.099
4 H -2.22235 -0.97749 -0.59971  C1 1.134
5 H -0.79813 -2.02957 -0.88279  C1 1.133
6 O 2.25608 2.17920 0.91509  C7 1.192
7 C 1.49870 1.52374 0.26967  O6 1.192, H8 1.117, H9 1.095
8 H 0.69014 1.90967 -0.39763  C7 1.117
9 H 1.51236 0.42969 0.21779  C7 1.095